[1]
A 3-piece molecular cluster, C25H39F3N4O4 overall. Source: the OMol25 dataset; level of theory: the ωB97M-V functional and the def2-TZVPD basis.

Its frontier orbital gap is 8.232 eV. Its total energy is -1795.537146 hartree. The value obtained for the LUMO energy is 0.2 eV.

Element x y z (Å)
C -2.833 -4.356 -1.674
C -2.906 -3.493 -0.615
C -2.904 -1.965 -0.680
C -1.767 -1.487 0.215
O -0.499 -1.829 -0.361
C 0.471 -0.860 -0.117
C 0.952 -0.700 1.175
C 1.896 0.288 1.421
C 2.338 1.096 0.384
C 1.864 0.909 -0.905
C 0.918 -0.077 -1.165
C -4.330 -1.615 -0.155
C -4.738 -1.974 1.264
C -6.129 -1.398 1.588
C -6.113 0.064 1.967
F -5.103 0.411 2.781
F -7.256 0.363 2.637
F -6.101 0.888 0.897
C -5.133 -2.215 -1.327
O -6.162 -2.842 -1.271
N -4.413 -1.919 -2.486
C -3.092 -1.382 -2.087
C -1.974 -1.421 -3.126
C -1.707 -0.005 -3.649
C -0.813 0.025 -4.880
N -0.472 1.419 -5.251
H -3.668 -5.034 -1.851
H -1.951 -4.439 -2.303
H -2.946 -3.913 0.391
H -1.837 -1.997 1.179
H -1.814 -0.402 0.359
H 0.591 -1.331 1.975
H 2.247 0.429 2.437
H 3.059 1.879 0.576
H 2.192 1.542 -1.720
H 0.530 -0.247 -2.159
H -4.489 -0.536 -0.279
H -4.029 -1.472 1.926
H -4.712 -3.040 1.466
H -6.763 -1.483 0.707
H -6.584 -1.936 2.416
H -4.384 -2.715 -3.109
H -3.308 -0.321 -1.917
H -2.330 -1.977 -3.999
H -1.062 -1.850 -2.722
H -1.272 0.627 -2.867
H -2.662 0.465 -3.905
H -1.349 -0.415 -5.720
H 0.117 -0.507 -4.664
H -0.834 1.627 -6.172
H -0.938 2.063 -4.623
C 4.109 1.654 6.849
N 3.232 1.253 5.766
C 2.444 2.038 4.989
C 2.455 3.524 5.257
O 1.756 1.548 4.106
H 5.136 1.360 6.625
H 3.806 1.162 7.775
H 4.077 2.728 6.997
H 3.179 0.274 5.535
H 1.779 4.003 4.555
H 2.116 3.736 6.271
H 3.455 3.934 5.116
C 5.921 1.528 -3.103
N 5.619 1.155 -1.735
C 6.215 1.583 -0.590
C 7.344 2.580 -0.720
O 5.836 1.167 0.490
H 5.042 1.975 -3.571
H 6.202 0.644 -3.678
H 6.737 2.242 -3.138
H 4.873 0.494 -1.574
H 7.706 2.817 0.276
H 8.165 2.161 -1.302
H 6.997 3.498 -1.196

Löwdin population analysis, charges in e, atoms 1 to 6: atom 1 (C): 0.032, atom 2 (C): -0.080, atom 3 (C): -0.321, atom 4 (C): -0.116, atom 5 (O): -0.067, atom 6 (C): -0.285


[2]
A 9-piece molecular cluster, C17H37Cl8N3O12 overall. Source: the OMol25 dataset; level of theory: the ωB97M-V functional and the def2-TZVPD basis.

Its frontier orbital gap is 10.328 eV. Its total energy is -5418.368166 hartree. The value obtained for the LUMO energy is -0.2 eV.

Element x y z (Å)
C -22.369 6.848 8.059
N -21.058 6.195 8.307
O -20.212 6.842 8.887
O -20.906 5.069 7.887
H -23.118 6.394 8.700
H -22.622 6.712 7.014
H -22.252 7.896 8.306
C -14.309 1.143 5.771
N -13.348 2.167 6.221
O -12.386 2.355 5.507
O -13.567 2.728 7.275
H -14.437 1.278 4.699
H -15.276 1.292 6.240
H -13.889 0.169 5.993
C -12.289 1.917 10.672
N -13.521 1.119 10.420
O -14.527 1.705 10.072
O -13.436 -0.084 10.575
H -12.412 2.903 10.241
H -11.478 1.397 10.174
H -12.157 1.993 11.746
C -17.646 5.918 5.650
O -16.712 5.041 5.027
C -15.667 5.622 4.450
O -15.541 6.786 4.238
O -14.780 4.670 4.153
C -13.453 5.062 3.771
H -17.857 6.811 5.077
H -17.345 6.128 6.676
H -18.557 5.328 5.773
H -12.784 4.708 4.549
H -13.381 6.149 3.723
H -13.259 4.665 2.781
C -20.151 1.675 3.656
O -21.191 1.819 2.686
C -20.838 2.271 1.492
O -19.723 2.454 1.105
O -21.957 2.513 0.804
C -21.769 3.133 -0.456
H -20.222 2.463 4.409
H -19.153 1.665 3.226
H -20.309 0.744 4.197
H -21.012 2.651 -1.076
H -21.453 4.176 -0.371
H -22.732 3.086 -0.957
Cl -16.297 -1.167 8.511
C -17.611 -2.163 9.225
C -18.520 -1.399 10.151
Cl -19.988 -2.361 10.459
H -17.182 -3.023 9.732
H -18.113 -2.547 8.340
H -18.811 -0.434 9.752
H -18.026 -1.289 11.111
Cl -20.065 1.959 10.814
C -20.017 3.659 11.428
C -18.748 3.887 12.212
Cl -18.724 5.555 12.829
H -20.900 3.783 12.042
H -20.020 4.254 10.519
H -17.875 3.749 11.580
H -18.721 3.214 13.065
Cl -15.992 7.820 12.524
C -15.425 7.057 11.042
C -14.285 6.077 11.289
Cl -12.741 6.567 10.494
H -15.050 7.816 10.350
H -16.244 6.612 10.483
H -14.513 5.079 10.922
H -14.017 6.009 12.338
Cl -16.781 4.207 8.684
C -17.398 2.587 8.312
C -18.300 2.653 7.102
Cl -19.011 1.058 6.815
H -17.905 2.111 9.144
H -16.524 1.964 8.119
H -17.734 3.029 6.250
H -19.105 3.367 7.276

Löwdin population analysis, charges in e, atoms 1 to 6: atom 1 (C): 0.051, atom 2 (N): -0.447, atom 3 (O): 0.071, atom 4 (O): 0.049, atom 5 (H): 0.103, atom 6 (H): 0.100


[3]
C39H35AlBrN5O4 as an isolated structure. Source: the OMol25 dataset; level of theory: the ωB97M-V functional and the def2-TZVPD basis.

Its frontier orbital gap is 5.864 eV. Its total energy is -4898.492762 hartree. The value obtained for the LUMO energy is -1.9 eV.

Element x y z (Å)
Al -0.281 0.282 0.162
O 0.025 3.898 -1.286
C 1.329 4.178 -1.526
C 1.707 5.443 -1.981
C 3.024 5.726 -2.284
C 3.992 4.742 -2.146
C 3.618 3.491 -1.691
C 2.299 3.188 -1.358
C 2.052 1.761 -0.892
O 0.762 1.431 -0.559
N 2.945 1.462 0.239
N 2.936 0.133 0.423
C 2.859 -0.395 1.576
C 2.758 -1.847 1.640
Br -0.326 -0.005 2.439
C 3.363 -2.731 2.705
C 2.732 -2.976 4.045
C 1.450 -2.547 4.367
C 0.900 -2.851 5.607
C 1.622 -3.586 6.533
C 2.913 -3.996 6.227
C 3.464 -3.687 4.995
H -0.516 4.674 -1.458
H 0.946 6.207 -2.099
H 3.296 6.713 -2.637
H 5.025 4.945 -2.394
H 4.361 2.711 -1.572
H 2.414 1.099 -1.692
H 2.712 2.021 1.062
H 2.817 0.183 2.502
H 4.389 -2.394 2.860
H 0.885 -1.932 3.680
H -0.096 -2.495 5.841
H 1.190 -3.825 7.496
H 3.499 -4.546 6.953
H 4.476 -4.000 4.761
C -0.792 -3.529 1.328
C 0.684 -3.596 1.425
C 1.237 -4.815 1.907
C 2.564 -5.023 1.900
C 3.461 -3.899 1.614
C 2.980 -2.854 0.577
C 3.564 -2.708 -0.790
C 1.473 -2.551 0.866
N 0.787 -1.707 -0.052
C 0.501 -2.350 -1.203
O 0.753 -3.521 -1.502
C -0.292 -1.493 -2.143
C -0.448 -1.708 -3.500
C -1.263 -0.830 -4.207
C -1.933 0.190 -3.542
C -1.742 0.313 -2.178
N -0.930 -0.511 -1.528
C -2.490 1.255 -1.262
O -3.414 1.926 -1.701
N -2.052 1.135 0.008
C -2.912 1.624 1.033
C -2.538 2.684 1.866
C -1.231 3.411 1.699
C -3.401 3.085 2.882
C -4.613 2.453 3.083
C -4.975 1.400 2.260
C -4.142 0.973 1.236
C -4.560 -0.187 0.376
H -1.257 -4.167 2.078
H -1.077 -3.894 0.335
H -1.154 -2.506 1.421
H 0.551 -5.600 2.200
H 2.981 -5.982 2.184
H 4.485 -4.217 1.437
H 4.654 -2.721 -0.715
H 3.260 -1.759 -1.222
H 3.237 -3.522 -1.434
H 0.054 -2.542 -3.969
H -1.391 -0.956 -5.274
H -2.600 0.876 -4.044
H -0.729 3.122 0.782
H -0.570 3.193 2.541
H -1.400 4.490 1.683
H -3.104 3.912 3.518
H -5.271 2.774 3.881
H -5.921 0.894 2.419
H -5.336 -0.772 0.870
H -3.715 -0.845 0.161
H -4.951 0.168 -0.580

Löwdin population analysis, charges in e, atoms 1 to 6: atom 1 (Al): -0.239, atom 2 (O): 0.059, atom 3 (C): -0.249, atom 4 (C): -0.025, atom 5 (C): -0.093, atom 6 (C): -0.096


[4]
C27H41AsO5ReS8Si as an isolated structure. Source: the OMol25 dataset; level of theory: the ωB97M-V functional and the def2-TZVPD basis.

Its frontier orbital gap is 6.533 eV. Its charge is +1. Its total energy is -7218.760385 hartree. The value obtained for the LUMO energy is -4.6 eV.

Element x y z (Å)
Re 0.088 0.602 0.671
S -2.609 4.090 1.707
C -1.715 2.805 1.388
S 0.044 2.800 1.016
S -2.175 1.106 1.292
S 4.383 -2.856 -0.298
As 2.234 -3.098 -0.735
S 1.451 -1.830 1.037
S 2.311 0.051 0.772
S 3.384 -4.529 0.507
O 0.202 0.089 2.666
S -0.548 0.742 3.861
C -1.651 -0.550 4.480
C -1.002 -1.877 4.700
C -0.577 -2.260 5.968
C 0.042 -3.486 6.155
C 0.241 -4.333 5.075
C -0.188 -3.958 3.810
C -0.809 -2.735 3.623
C 0.765 0.732 5.093
C 1.847 1.659 4.622
C 1.650 3.036 4.644
C 2.633 3.884 4.164
C 3.818 3.361 3.664
C 4.016 1.989 3.641
C 3.029 1.138 4.113
H -2.454 -0.580 3.745
H -2.060 -0.116 5.397
H -0.742 -1.606 6.815
H 0.362 -3.783 7.144
H 0.718 -5.292 5.222
H -0.043 -4.624 2.971
H -1.155 -2.443 2.638
H 1.107 -0.296 5.204
H 0.300 1.063 6.024
H 0.730 3.449 5.040
H 2.479 4.954 4.188
H 4.587 4.024 3.295
H 4.939 1.580 3.254
H 3.178 0.066 4.087
C -2.971 -1.545 -1.999
C -1.804 -2.250 -2.673
C -1.202 -3.293 -1.746
C -2.231 -2.869 -3.997
O -0.738 -1.317 -2.989
Si -0.534 0.259 -2.752
O -0.251 0.433 -1.051
O -1.802 1.118 -3.174
C -2.349 2.457 -3.098
C -1.266 3.417 -2.640
C -3.518 2.415 -2.130
C -2.816 2.801 -4.504
O 0.811 0.837 -3.391
C 1.976 0.292 -4.053
C 2.948 1.453 -4.188
C 2.569 -0.815 -3.196
C 1.542 -0.237 -5.411
H -3.741 -2.273 -1.749
H -3.405 -0.795 -2.655
H -2.659 -1.057 -1.073
H -1.935 -4.066 -1.520
H -0.886 -2.832 -0.807
H -0.342 -3.766 -2.223
H -3.006 -3.618 -3.835
H -1.382 -3.350 -4.482
H -2.625 -2.103 -4.663
H -0.861 3.107 -1.681
H -1.674 4.421 -2.517
H -0.454 3.459 -3.365
H -3.198 2.072 -1.148
H -4.298 1.748 -2.496
H -3.944 3.412 -2.023
H -1.972 2.800 -5.193
H -3.278 3.787 -4.523
H -3.547 2.070 -4.844
H 3.213 1.844 -3.206
H 2.499 2.254 -4.772
H 3.859 1.127 -4.689
H 2.823 -0.418 -2.209
H 3.477 -1.215 -3.650
H 1.851 -1.628 -3.093
H 1.096 0.563 -6.000
H 0.815 -1.039 -5.297
H 2.400 -0.628 -5.959

Löwdin population analysis, charges in e, atoms 1 to 6: atom 1 (Re): 0.816, atom 2 (S): 0.686, atom 3 (C): -1.674, atom 4 (S): 0.555, atom 5 (S): 0.510, atom 6 (S): 0.019